This record from the Open Molecules 2025 dataset describes a cluster of 2 separate species, C20H27O9S2 in total. The level of theory is wB97M-V/def2-TZVPD.

For the frontier orbital gap, the calculation gives 0.1779 hartree. Its net charge is -1. The HOMO energy is -2.83 eV.

The geometry in XYZ format:
```
58
C20H27O9S2 wB97M-V/def2-TZVPD
H 0.32265 -1.45343 1.24801
O -3.87842 -1.18107 1.69538
O 3.93209 2.94314 -1.80641
H 4.31807 5.55325 -1.89899
O 3.88308 0.20800 1.42014
H 3.74041 3.20289 -3.80318
C 3.58655 3.77945 -2.88038
H -4.55895 3.02966 -1.86131
H -2.11499 -6.73600 -0.20974
C -0.29714 -3.48982 1.25411
H -4.23719 1.68197 1.66223
C -4.42199 2.12502 -1.26754
H 4.39386 0.39436 4.76037
C 2.79592 -0.53559 -0.99016
O -1.07636 -5.74817 1.25680
O -1.79651 2.27696 -1.85779
H 5.47157 0.86433 2.49093
O 2.79915 1.35407 -2.98392
S -4.16260 -0.36905 0.45675
H 4.44327 -1.06325 3.76194
H 3.97834 1.77905 2.68275
C 4.04026 1.12512 0.40960
C -1.22911 -4.43448 0.81547
C 3.46637 0.77146 -0.85851
H -5.64876 3.04046 0.26812
C -4.97070 1.15564 1.04684
O -2.65538 2.92208 0.59474
C -2.10587 -6.62628 0.87561
C -2.66094 0.37011 -0.18267
H 2.94465 -0.16234 3.92017
H -4.53367 1.28289 -1.95437
O 4.61086 2.19586 0.60170
H 2.50800 3.97047 -2.78997
H 0.47644 -3.81681 1.92589
H -3.06338 -6.25016 1.24010
H -3.16479 -2.35318 -1.01151
C -0.37929 -2.17578 0.87040
S -2.69309 2.09064 -0.66270
H 4.05700 5.77014 -3.63081
H 1.87595 -0.53769 -0.40750
H -2.98366 -4.69760 -0.38663
O -4.89009 -0.90978 -0.75080
C 4.38489 0.75935 2.61421
C 4.39178 5.06373 -2.87040
H -6.38695 1.66283 -0.50510
H 3.42882 -1.34567 -0.62605
C 3.37985 1.69718 -1.95442
C -2.24704 -3.99903 -0.03610
C -1.40692 -1.74295 0.03648
H -5.79273 0.87539 1.70645
H 2.53826 -0.73801 -2.03117
H 5.44821 4.85737 -3.04313
C -1.54251 -0.32123 -0.30908
H -0.66981 0.19128 -0.68539
C -5.43025 2.03443 -0.11487
C 4.02687 -0.05859 3.83646
C -2.33368 -2.68379 -0.41024
H -1.91039 -7.59883 1.32921
```



This record from the Open Molecules 2025 dataset describes a structure of composition C20H28B2BeCaClF8K2N3NaO17PS3. The level of theory is wB97M-V/def2-TZVPD.

For the frontier orbital gap, the calculation gives 0.0509 hartree. The HOMO energy is -5.05 eV.

The geometry in XYZ format:
```
88
C20H28B2BeCaClF8K2N3NaO17PS3 wB97M-V/def2-TZVPD
N -7.77472 2.82520 -0.61471
S 4.38341 7.43834 -1.61343
H -0.47691 -1.78155 -0.84900
Cl 4.20974 4.21616 -2.58101
H 1.78827 -2.59325 -1.69955
O 5.11208 -4.64391 -3.55025
H -2.49504 -2.99488 -0.22642
H -9.68855 2.81437 -3.36793
F 7.75275 -3.86356 3.90247
C -8.90103 2.63010 -2.57419
O -4.85115 0.35035 6.48718
C 1.46116 1.74918 -0.53149
H 2.05996 -0.77271 -4.32952
H 1.61352 -1.50534 0.64360
S 4.44805 -3.40842 -2.97932
C 1.72412 -2.35995 -2.81597
F -0.32028 1.49200 -5.21843
H -6.67568 -1.29926 -1.69293
C -3.77514 0.02995 5.99135
C 1.91231 -0.81012 -3.18533
H -2.83539 0.15195 7.91674
H 3.70177 -3.23432 -0.87803
F 0.38277 -0.41093 -6.38932
O -0.29186 -0.35120 7.28630
H 0.90599 -0.27321 -2.99394
K 3.07202 -2.35371 1.44292
C -3.73670 -1.29130 0.49004
O 2.51231 4.34627 0.11068
O 4.17509 8.49038 -2.60951
H 0.66404 -2.64651 -3.16323
H -4.11876 -1.82411 -1.71956
F -1.83134 0.25560 -6.50648
H -1.64714 -0.32794 -0.78456
O 4.04666 2.79829 -1.30953
H 1.89218 0.04183 1.65073
O 5.77671 6.93471 -1.69356
H -4.29914 -1.57090 1.45760
O 4.50711 -3.59743 -1.30707
C -2.59672 -0.03710 6.87607
C -1.13251 -1.14229 -0.15755
H 1.03380 2.08243 -1.53510
B 6.62992 -3.90494 4.76925
C -6.03362 -0.87168 -0.83167
O -0.00231 -0.70520 4.50004
C -3.58527 -0.31056 4.51013
H 2.28704 -4.39044 -3.52289
N 1.62956 0.26254 -0.55917
Na 4.81176 -2.33348 5.83321
C -1.10023 -0.52665 5.03648
H 4.04404 3.14636 1.72995
H -2.05573 -0.79399 3.13641
C 1.30194 -0.37795 0.75303
K -7.81665 -2.23059 0.96554
H -6.62063 -0.92683 0.16087
O 3.74053 2.27256 1.36221
C -2.28696 -0.55188 4.16939
H 2.70845 -3.12729 -4.77489
C -2.30962 -2.06937 0.43856
H -0.49606 -1.07800 1.95507
O -4.60013 -0.33532 3.75964
P 3.02689 2.72919 -0.14204
Ca -0.13948 1.48468 -3.30099
O 4.16957 7.98569 -0.24918
O -7.84801 1.69378 -2.71455
O 3.05812 -0.16284 -2.57170
O 3.99087 -0.49099 -0.41219
F 6.44103 -5.23046 5.24671
C -1.29934 -0.29354 6.53217
C -4.68409 -1.76770 -0.72439
F -1.00450 -0.66434 -4.52133
C -7.16497 1.87404 -1.48019
C 2.95194 -0.16829 -1.12105
H -2.03190 -2.40563 1.49954
H 2.83682 4.87341 -0.68927
H -3.57705 -0.16525 0.47084
O 5.24812 -2.19910 -3.41537
F 5.44495 -3.47977 4.04692
F 6.85158 -3.01650 5.88890
O 3.42906 6.32879 -1.84627
H -0.67163 0.62486 1.24770
C -0.29406 -0.43198 1.02918
N -8.85531 3.29413 -1.30989
S -5.63716 0.90678 -1.17664
H 0.69416 2.01548 0.29144
C 2.72156 -3.32939 -3.65188
Be 6.13759 7.95771 0.43081
B -0.69636 0.16025 -5.67061
H -5.03219 -2.82347 -0.45666
```



This record from the Open Molecules 2025 dataset describes a structure of composition C20H28BF4N9PdSSe. The level of theory is wB97M-V/def2-TZVPD.

For the frontier orbital gap (spin up / spin down), the calculation gives 0.2492 / 0.2436 hartree. The HOMO energy (spin up / spin down) is -8.34 / -8.24 eV.

The geometry in XYZ format:
```
65
C20H28BF4N9PdSSe wB97M-V/def2-TZVPD
H -0.79223 0.93044 4.65908
B 1.92006 2.19909 -0.01458
C -1.58567 1.57267 1.40300
C -0.15185 -1.37433 2.97140
H -1.63585 3.25021 4.83409
Pd 1.50728 -0.40098 -1.27836
H -2.41576 4.46896 2.84960
H -3.53005 1.42615 -2.21824
N -1.41293 0.72309 0.32136
H -0.47577 -4.06754 1.85733
F 1.57521 1.08889 0.80573
N 3.04355 -2.19829 1.93428
C -3.85483 -0.43108 -1.17660
H -3.45396 -0.94133 -0.29434
H -1.42758 2.08776 -1.21878
C -1.14947 0.88262 2.52623
H -2.37834 3.42294 0.61005
H -1.99968 -4.94021 1.85840
H 1.48115 0.61114 -6.32931
H -4.93701 -0.38477 -1.03685
C -3.53927 -1.24227 -2.42738
C 1.98507 0.20593 -4.34051
H 0.42839 -2.05689 2.35222
H -3.79729 1.62128 -0.49399
C -1.15486 1.45940 3.78995
N 3.31356 -0.93402 4.03269
N 2.15476 0.66140 -5.58409
H -3.97813 -0.77499 -3.31036
H -0.75123 -2.68818 4.52997
F 1.09171 2.09788 -1.18382
C -0.86156 -0.42266 0.75282
F 1.70018 3.38446 0.62089
H -1.87561 -1.36902 4.24856
H 0.54431 -0.86685 3.64108
N 3.38218 0.21330 -2.40708
H 5.99143 0.86735 -4.05601
C 5.31637 1.68522 -4.30863
C -2.06755 3.45198 2.73928
H -2.46396 -1.32868 -2.58826
C -3.30537 0.99208 -1.23982
H -1.26335 0.41714 -1.72314
C 3.96913 1.17250 -4.64203
H 5.26908 2.36266 -3.45557
C -1.24218 -2.10515 3.74656
Se -0.26259 -1.85150 -0.32603
C -1.79668 1.07942 -1.04189
H 3.97095 -0.60797 -2.29380
N 3.36938 1.26299 -5.78690
S 0.67805 -0.59056 -3.64591
H 5.71040 2.22082 -5.16679
H -3.93605 -2.25409 -2.35210
H -2.43773 -2.48285 1.99043
C -2.05567 2.87736 1.48442
F 3.26463 2.06403 -0.42916
H -2.99645 -3.29950 3.43200
C 3.02852 -1.82364 0.73904
N 3.05529 -1.60762 -0.42404
C -1.35844 -4.29298 2.45640
C 3.22530 -1.48636 3.02285
N -0.71539 -0.35774 2.08468
H 3.68427 1.01857 -1.84889
H -1.03337 -4.85870 3.33105
C -2.09587 -3.02701 2.87794
C -1.62377 2.75494 3.87364
N 3.15311 0.53311 -3.73381
```



This record from the Open Molecules 2025 dataset describes a structure of composition C20H28BNO5P2S. The level of theory is wB97M-V/def2-TZVPD.

For the frontier orbital gap, the calculation gives 0.3573 hartree. The HOMO energy is -9.43 eV.

The geometry in XYZ format:
```
58
C20H28BNO5P2S wB97M-V/def2-TZVPD
H 10.69963 -3.59955 0.06403
C 3.66351 -1.86065 0.07042
C 8.91048 -3.31859 1.21326
H -5.14473 3.40234 1.18489
C 8.32229 -3.42083 2.46619
H 2.40311 -1.59873 -1.64607
C -1.90899 1.51175 0.05102
H 8.33117 -2.95940 0.37167
C -1.38140 2.55303 0.80285
C 0.24002 0.43474 0.04205
H 5.79679 -4.44796 0.53971
C 10.39110 -4.23911 3.37462
H -1.50837 -0.36176 -0.91292
C 4.53337 -4.18533 -1.17445
S -8.68561 5.70252 -3.18842
C 10.24033 -3.67748 1.04114
O -8.63079 2.93697 -2.10053
C 5.05148 -3.82393 0.06186
C -1.09748 0.45134 -0.32824
C 3.57828 -3.38612 -1.78713
H -6.49743 1.84920 -3.55213
H 0.36692 3.35029 1.75795
C -5.94019 2.93863 0.59883
H 12.01825 -4.41438 1.98810
H 10.96868 -4.59800 4.21688
H -6.77567 3.64631 0.55788
H -8.90266 4.69754 -0.55403
H 7.28528 -3.13902 2.60059
H 5.01805 -2.37967 1.64944
O -9.45820 2.15728 0.18372
O -9.59185 0.59423 -1.84688
H -4.71929 3.66164 -2.42103
H 0.87045 -0.39579 -0.24944
P -8.80667 1.70790 -1.04414
O -5.88220 1.53873 -2.88429
H 3.17136 -3.66878 -2.74951
O -7.36079 1.14914 -1.01766
H -2.01430 3.37935 1.10305
H 4.87478 -5.09052 -1.66006
B -6.21700 1.81079 -1.58329
C 3.14462 -2.22382 -1.16438
H -10.61853 4.15360 -1.81095
C -0.04347 2.53743 1.17258
H -10.52718 0.58948 -1.61555
H -2.95293 1.52698 -0.23948
H 3.32589 -0.95309 0.55547
H -6.27386 2.04363 1.11856
H 8.60013 -3.96335 4.52321
N -5.43370 2.60806 -0.73190
C -4.68230 3.71326 -1.33578
H 1.81172 1.46606 1.07759
C 9.06091 -3.88209 3.54705
H -5.10904 4.66600 -1.01056
H -3.62946 3.69444 -1.04042
C 10.98062 -4.13643 2.12196
P -9.24883 4.43631 -1.88282
C 4.61607 -2.66219 0.68449
C 0.76755 1.47768 0.79101
```



This record from the Open Molecules 2025 dataset describes a cluster of 6 separate species, C20H28Br8 in total. The level of theory is wB97M-V/def2-TZVPD.

For the frontier orbital gap, the calculation gives 0.3467 hartree. The SMILES is c1ccccc1.c1ccccc1.BrCCBr.BrCCBr.BrCCBr.BrCCBr. The HOMO energy is -9.12 eV.

The geometry in XYZ format:
```
56
C20H28Br8 wB97M-V/def2-TZVPD
Br 3.34052 0.82098 -2.97590
H -0.23410 6.12643 -4.56498
H -0.76384 -0.44887 1.83537
H 1.62117 3.88029 -3.57309
H 1.43961 4.38291 -5.27590
Br -0.07890 -2.32229 -0.21399
C 0.13755 2.17427 4.53435
C -4.00400 1.66418 1.27724
H -4.06255 2.69957 1.58840
H 1.98970 -0.95710 -1.82138
H -4.00990 -1.93560 -0.09260
H 2.00131 2.36574 3.45922
H 5.76796 -5.09745 -1.21747
H -5.84637 -1.16731 1.31923
C 4.38537 -3.83185 -2.29625
C 0.95510 4.33085 -4.30235
C -2.92349 -0.06952 0.00837
H -2.10758 -0.43320 -0.59926
H 3.46058 -4.38097 -2.16275
H 1.44601 0.72457 1.78571
H -2.33004 -0.00271 3.70470
H 0.32408 3.00372 5.20348
H -5.84233 1.12035 2.24747
C -5.04101 -0.48625 1.07292
C 0.71708 0.93331 2.55940
Br -1.76793 -5.13105 3.01096
Br -0.55881 3.14507 -4.52759
H -0.78855 -2.85881 2.73708
C -0.46294 -3.91101 0.86068
C -1.05037 1.45898 4.61263
H 0.54456 1.03470 -2.77057
C 2.10730 0.11049 -1.65349
Br 4.39572 -2.53324 -0.82638
H -2.13975 1.93224 0.33202
H 1.38648 6.39981 -3.96859
Br 0.90327 2.61954 -0.94268
H 2.60875 0.21602 -0.69503
C -5.04668 0.80632 1.58401
Br 5.40889 -6.19010 -3.42553
C 0.79646 0.84599 -1.73131
H 6.48457 -4.13639 -2.56327
C -1.29793 -3.50981 2.03306
C 5.61917 -4.68228 -2.20582
C -1.38090 0.51673 3.64984
H 4.34314 -3.24151 -3.20493
C -0.49918 0.25618 2.61156
H -1.73005 1.67186 5.42971
C 1.03116 1.88737 3.51711
H 0.49690 -4.33612 1.13460
H -0.97542 -4.60060 0.19834
Br -0.15244 5.82369 -2.10736
H -0.01013 0.32136 -1.22738
H -2.22851 -3.03045 1.74118
C -3.97727 -0.92239 0.29306
C 0.53639 5.72144 -3.91523
C -2.93778 1.22190 0.51937
```



This record from the Open Molecules 2025 dataset describes a structure of composition C20H28Cl2N2O6Sc. The level of theory is wB97M-V/def2-TZVPD.

For the frontier orbital gap, the calculation gives 0.2147 hartree. Its net charge is -1. The HOMO energy is -3.03 eV.

The geometry in XYZ format:
```
59
C20H28Cl2N2O6Sc wB97M-V/def2-TZVPD
H 1.95469 0.51574 4.91069
H 0.25779 -4.63732 -1.20419
H -2.42061 3.77234 2.72745
C 3.29672 0.08971 2.71700
C 0.02462 2.70976 1.60125
C 1.23772 0.36709 4.10270
H 2.06884 -2.21395 1.93868
H -3.53140 2.55381 -3.48271
H -4.81151 2.76401 -2.28698
H -0.57822 1.10894 -3.16552
H 0.54555 -2.00963 2.84195
C -1.46283 0.63200 -2.70509
C 1.82589 -0.26332 2.85594
C 0.00732 -2.69492 -2.06812
C -1.79964 1.36582 -1.43010
C -1.08496 2.35944 0.63907
C -3.16578 3.02250 -0.35771
C -3.94486 2.14725 -2.55003
C -2.95682 2.16860 -1.42718
H -0.30573 3.42286 2.35442
H -3.46784 4.63328 1.59464
H 0.98622 -2.17502 -3.92827
H 1.16899 -3.36246 -0.36379
C -2.23648 3.17007 0.65771
H 1.34094 -3.81545 -3.33163
C 1.61498 -1.76796 2.83001
H 0.34708 -0.16895 4.46159
H -4.06471 3.62780 -0.33788
H -2.07817 -3.34769 -2.09847
H -2.27959 0.67155 -3.42288
Cl 3.86967 -1.71176 -0.53511
C 0.62863 1.58009 2.33999
O 0.77618 1.68153 3.64865
H 2.09678 -2.40125 -2.55812
C 0.22139 -3.59461 -0.86210
H 3.68609 -0.22665 1.74624
O 4.80696 -0.78834 -0.01355
H -4.31271 1.13687 -2.76159
C -0.91817 1.42796 -0.36768
C -1.11606 -0.79664 -2.54423
Sc 0.43613 -0.32095 0.00136
H -0.59420 -3.47748 -0.13884
N -0.20931 -1.29500 -1.73862
O -1.72878 -1.69571 -3.29259
H 0.85085 3.17547 1.03317
Cl -1.39580 -1.31356 1.16352
O 4.07996 -1.89448 -1.92503
C -2.47001 4.19808 1.71884
H -1.74900 5.02504 1.67014
N 1.08915 0.46255 1.83236
O 3.83083 -2.93357 0.18146
H 1.12236 1.07978 -0.92807
H 3.44186 1.17714 2.80899
C 1.18251 -2.77575 -3.02669
O 2.39932 -1.07441 -0.33056
C -1.29222 -3.00134 -2.78544
H 3.87168 -0.40444 3.50703
H -1.18754 -3.68040 -3.63210
H 2.09529 -2.20407 3.71601
```



This record from the Open Molecules 2025 dataset describes a structure of composition C20H28ClF5N2O3TeTl. The level of theory is wB97M-V/def2-TZVPD.

For the frontier orbital gap (spin up / spin down), the calculation gives 0.1639 / 0.2674 hartree. Its net charge is -1. The HOMO energy (spin up / spin down) is -3.25 / -4.99 eV.

The geometry in XYZ format:
```
61
C20H28ClF5N2O3TeTl wB97M-V/def2-TZVPD
H -2.03571 -0.60458 3.38861
C 1.96424 2.85921 -0.45132
N -0.41070 2.57392 0.18472
H -2.17332 -3.20586 -2.52921
C -0.90021 1.34008 -3.35028
Cl 0.92947 0.00112 0.64024
C 1.88329 -3.02583 0.67708
H 1.94295 -1.99440 1.05272
H -0.72660 -4.36003 2.44967
C 0.32116 -4.82299 0.00545
C -0.96258 -3.16800 -0.80090
H -2.95279 2.15560 -0.71672
H -0.15760 3.37052 -3.37998
H 0.54966 -2.05484 -4.86870
O -0.76202 4.39225 -1.08861
C 0.81766 3.40812 0.36722
H 2.59653 -3.66715 1.20975
H -0.14641 2.53096 -4.94531
H 1.70854 2.85412 -1.52034
F -2.40313 0.64604 5.34528
C -1.71808 -0.01185 -1.56941
O -1.05788 -0.63584 3.45433
C -1.94654 -2.50864 -1.71405
C 1.17642 3.46878 1.83342
H 0.34541 3.90123 2.39481
H 0.11261 -2.84211 2.87529
H -1.00494 -2.85542 -4.59723
F -0.05236 -0.58713 5.94610
H 1.10052 5.26841 -0.82829
F -0.19244 2.16598 5.94888
C 0.36204 4.74506 -0.20729
N -0.55760 -2.67564 0.32450
H -2.85286 -2.34596 -1.10891
Te -0.60861 0.75224 4.72794
Tl -1.70197 -0.20001 0.75978
F 1.12159 0.81508 3.98045
C -0.71032 2.66396 -4.01538
O -0.45781 -4.35919 -1.15006
C -0.65925 -1.09141 -3.40569
H 1.38360 2.46593 2.21640
C -1.62589 1.23709 -2.13086
F -1.21620 2.02559 3.45536
C -1.10888 3.14195 -0.74173
H 2.15974 1.82456 -0.13752
C -0.38860 0.17604 -3.92495
H 2.84995 3.48466 -0.28903
C -0.18216 -2.32262 -4.10048
H -2.66377 3.14598 -2.18279
H 0.20456 0.25654 -4.84120
C 0.48999 -3.57708 0.87448
C -2.21068 2.45047 -1.46985
H 2.06481 4.09865 1.95829
H 2.13420 -3.01031 -0.39083
H -0.26284 -5.60470 0.50903
H 0.29037 -3.02567 -3.40386
C -1.44280 -1.18506 -2.22944
C 0.20686 -3.79834 2.34932
H 1.25211 -5.24328 -0.39424
H 1.02197 -4.38099 2.79077
H -1.67215 3.13498 -4.26267
H -0.03324 5.41201 0.57042
```



Respective max |F| values: 4.0; 7.9; 2.3; 1.0; 0.6; 4.7; 2.8 eV/Å.
Respective calculated total energy values: -61274.2737; -193782.1877; -125819.7578; -63018.2913; -581534.6774; -82201.8430; -68415.6830 eV.